A single C6H8O2 molecule at a distorted geometry. Source: OMol25; level of theory: the ωB97M-V functional and the def2-TZVPD basis.

Energy ... -10442.119 eV
ΔE to the lowest compared entry with this formula, charge and spin ... 106.25 kcal per mole
Gap between HOMO and LUMO ... 9.6 eV
LUMO ... 1.10 eV

CARTESIAN COORDINATES (ANGSTROEM)
C: 0.329 1.388 -2.031
O: 0.891 -2.165 0.955
H: -1.654 0.476 1.510
H: 0.637 2.771 -3.517
C: 0.673 -1.697 2.294
H: -1.192 -2.394 1.574
C: -0.246 0.073 -0.187
H: 0.523 -2.562 2.891
C: -0.034 2.480 -2.731
H: 1.154 0.692 -1.994
O: -0.442 1.243 -0.888
H: 0.465 -0.694 -0.560
C: -0.446 -1.616 1.489
H: -0.819 3.039 -2.475
C: -0.941 -0.307 0.949
H: 1.102 -0.726 2.721